The following is a DFT calculation (wB97M-V/def2-TZVPD) of a cluster of 7 separate species, C42H83FIN2O11PS in total.

Structure (XYZ):
```
142
Properties=species:S:1:pos:R:3:forces:R:3
C 7.163561 1.083315 3.079646 -0.048 -0.479 0.148
C 6.501073 0.000161 3.490912 0.163 0.327 -0.248
C 5.030167 -0.203116 3.250141 0.570 -0.556 -1.073
C 4.742584 -1.643186 2.798162 0.553 0.125 0.337
S 5.406485 -1.796668 1.098999 -0.103 0.172 -0.154
O 3.451672 -2.143711 3.072194 -0.030 -0.071 -0.307
C 2.209538 -1.757856 2.472133 0.340 0.041 0.686
C 2.184005 -0.508410 1.566742 -0.530 0.091 -0.546
C 1.929987 0.929145 2.016149 0.107 0.265 0.207
O 2.651689 1.652098 2.604430 0.071 -0.103 0.044
I 0.086068 1.799022 1.227167 0.035 -0.104 -0.011
C 1.603301 -2.991719 1.625913 -0.283 -0.243 -0.423
O 0.192626 -2.933139 1.705569 0.017 -0.020 0.055
C 2.042226 -3.034014 0.119975 0.245 -0.058 -0.162
C 1.454240 -2.207679 -1.052739 -0.147 0.679 -0.583
C -0.037016 -1.839918 -1.024813 -0.033 -0.087 -0.002
C 2.264403 -0.962268 -1.511116 0.265 -0.343 0.760
N 1.936392 -4.298938 2.146779 -0.176 0.055 -0.053
C 1.237355 -4.868783 3.273927 0.588 -0.361 0.765
C 0.915899 -6.349520 3.210061 -0.653 0.278 0.283
F 2.048790 -7.141051 3.403802 0.004 -0.010 -0.240
C 3.259333 -4.843877 1.916771 0.347 -0.093 0.058
C 3.433174 -5.932040 0.819479 -0.042 -0.039 0.026
C 2.177949 -6.539735 0.172019 0.149 -0.277 -0.565
C 2.170253 -8.067241 0.262033 0.480 0.162 -0.269
P 1.201880 -1.329983 3.961556 -0.748 -0.246 0.124
N -0.203861 -0.745988 3.649982 0.424 0.048 0.247
O 2.171821 -0.274120 4.673070 -0.023 0.002 -0.022
O 1.211593 -2.582029 4.969099 0.197 0.126 -0.205
H 6.800026 1.701069 2.266080 -0.383 0.397 0.476
H 8.108930 1.358273 3.529652 0.319 -0.316 -0.455
H 7.042522 -0.794436 4.001419 -0.178 0.314 0.661
H 4.762116 0.481731 2.447176 -0.396 0.279 0.286
H 4.479085 0.003723 4.162969 -0.156 0.103 -0.066
H 5.395845 -2.277590 3.398487 -0.267 -0.200 0.049
H 5.711559 -3.097541 1.113302 -0.020 -0.083 0.044
H 1.375911 -0.682014 0.865039 0.028 -0.143 -0.060
H 3.085862 -0.460341 0.957364 0.141 -0.077 0.113
H -0.125519 -2.024865 1.626366 0.000 0.089 0.147
H 1.844065 -4.070103 -0.147865 -0.165 0.047 0.121
H 3.128411 -2.947761 0.059865 0.025 0.109 0.068
H 1.552277 -2.852399 -1.929987 0.060 -0.439 0.319
H -0.658889 -2.599634 -0.557275 0.024 -0.099 -0.066
H -0.383145 -1.706142 -2.051183 -0.017 0.075 0.003
H -0.221715 -0.887514 -0.519405 0.003 -0.022 0.118
H 3.285472 -1.024484 -1.125965 0.097 -0.019 -0.187
H 2.326921 -0.922144 -2.595633 -0.169 0.179 -0.044
H 1.845853 -0.036671 -1.114436 -0.093 0.130 -0.248
H 1.849788 -4.777545 4.184096 0.013 0.074 0.005
H 0.305481 -4.371465 3.519689 -0.033 0.196 -0.478
H 0.388586 -6.649261 2.305851 0.310 -0.119 -0.163
H 0.244439 -6.555200 4.049850 0.094 -0.083 0.036
H 3.961129 -4.048603 1.685658 -0.173 0.116 0.001
H 3.621672 -5.239784 2.868785 -0.108 -0.085 0.015
H 4.054217 -5.520806 0.019060 -0.013 0.117 0.032
H 4.032179 -6.741702 1.243432 -0.056 -0.026 0.056
H 1.246287 -6.098932 0.519545 0.085 0.071 0.261
H 2.215356 -6.310445 -0.897886 -0.148 0.135 0.018
H 2.352832 -8.410416 1.279121 -0.287 -0.081 0.059
H 1.279750 -8.511667 -0.181457 -0.146 -0.002 0.220
H 3.016718 -8.422278 -0.333460 0.001 -0.145 0.087
H -0.966295 -1.263029 4.066613 -0.209 0.086 -0.223
H 1.615149 0.315007 5.201170 0.092 0.208 -0.087
H 0.482711 -2.465211 5.591399 0.010 -0.165 0.075
C 2.126380 6.285072 -1.677044 -0.058 0.010 0.064
C 2.286108 4.867143 -1.131139 0.061 0.001 -0.081
C 0.923051 4.266711 -1.440484 -0.092 0.027 0.009
O 0.454472 4.911549 -2.628112 0.130 0.107 0.011
C 1.277486 6.043798 -2.918715 0.051 -0.048 -0.042
H 3.070132 6.779131 -1.902538 0.011 -0.011 -0.010
H 1.580126 6.902434 -0.959917 -0.007 0.001 -0.005
H 3.066988 4.339049 -1.683076 -0.003 -0.008 0.002
H 2.531466 4.826064 -0.071093 -0.023 0.013 0.012
H 0.211182 4.465104 -0.633089 0.023 -0.033 0.033
H 0.958934 3.190576 -1.610913 -0.044 -0.008 -0.030
H 1.902587 5.809884 -3.787225 0.013 0.043 -0.002
H 0.639374 6.892608 -3.172138 -0.031 -0.021 -0.007
C -2.443441 2.373911 -4.318461 0.071 -0.053 0.034
C -1.074451 2.824752 -4.819963 -0.023 0.027 -0.057
C -0.401449 1.491739 -5.114737 -0.059 -0.045 0.118
O -1.441045 0.589376 -5.501098 -0.005 0.008 -0.003
C -2.718127 1.165330 -5.202424 0.021 0.070 -0.045
H -3.214959 3.136443 -4.396668 -0.011 0.000 -0.001
H -2.375499 2.066921 -3.272041 -0.031 0.002 0.005
H -1.184002 3.402834 -5.741591 0.000 -0.012 -0.007
H -0.529088 3.430073 -4.099566 0.028 0.012 -0.020
H 0.089982 1.091375 -4.219205 0.040 0.047 0.000
H 0.337761 1.551286 -5.915154 -0.018 -0.045 -0.025
H -3.194711 1.463806 -6.143438 -0.044 0.008 0.026
H -3.347925 0.420977 -4.717787 0.019 -0.042 -0.024
C -1.588155 8.115722 -0.461252 -0.088 -0.031 0.070
C -1.953918 6.724297 -0.975108 0.081 0.064 -0.134
C -3.416607 6.909841 -1.352546 0.010 0.002 0.152
O -3.556593 8.275463 -1.761750 -0.009 -0.007 0.004
C -2.385306 9.008802 -1.404471 0.055 -0.044 -0.089
H -0.519585 8.328300 -0.484491 0.006 -0.004 -0.024
H -1.938052 8.241109 0.565930 0.001 0.018 -0.001
H -1.365437 6.479794 -1.861099 0.014 -0.047 0.022
H -1.805839 5.932123 -0.242358 -0.029 0.006 0.024
H -4.071948 6.732845 -0.496646 0.032 -0.086 0.021
H -3.727087 6.255841 -2.169064 -0.024 0.044 -0.032
H -1.816340 9.225897 -2.316002 0.035 0.028 0.029
H -2.681611 9.955139 -0.949979 -0.038 0.000 -0.012
C -8.492898 6.530745 1.098993 0.033 0.071 0.018
C -8.229170 7.001199 -0.330142 -0.018 -0.084 -0.009
C -6.708407 6.947893 -0.397648 -0.066 0.061 0.098
O -6.307548 5.886680 0.475194 0.009 -0.014 -0.021
C -7.413401 5.470718 1.276371 -0.034 -0.043 -0.076
H -9.496936 6.139440 1.255887 -0.005 -0.011 -0.017
H -8.334071 7.353483 1.799341 0.004 -0.006 0.008
H -8.664853 6.296430 -1.042273 0.004 0.004 -0.009
H -8.624579 7.991996 -0.547397 0.004 0.013 0.015
H -6.259350 7.880310 -0.040534 -0.019 0.037 -0.072
H -6.331498 6.748527 -1.400389 0.027 -0.013 0.002
H -7.757109 4.492907 0.920355 -0.035 -0.001 0.034
H -7.084010 5.364349 2.310482 0.040 -0.001 -0.007
C 4.468191 -10.412653 4.089499 -0.082 -0.027 -0.046
C 5.042657 -11.435763 3.110910 0.068 0.026 0.040
C 4.957614 -10.677611 1.792327 -0.107 0.013 -0.004
O 5.119384 -9.295993 2.112696 0.015 0.033 -0.017
C 5.013177 -9.107829 3.525540 0.064 0.035 0.028
H 4.762730 -10.579142 5.124493 0.023 -0.009 -0.001
H 3.377208 -10.417933 4.039607 -0.002 0.021 0.002
H 6.084627 -11.649471 3.358964 0.003 0.000 -0.009
H 4.497914 -12.378371 3.089905 -0.023 0.005 -0.001
H 3.978488 -10.815405 1.319586 0.006 -0.039 -0.006
H 5.729167 -10.970098 1.079132 0.012 0.033 -0.008
H 6.009943 -8.888998 3.925154 -0.013 -0.011 0.038
H 4.363943 -8.253981 3.723303 -0.011 0.002 -0.050
C -7.891471 2.689351 -3.405791 0.040 0.084 0.029
C -7.652876 3.140876 -4.845096 -0.033 -0.081 -0.019
C -6.135543 3.055459 -4.944957 0.040 0.057 0.054
O -5.732834 1.996774 -4.074303 -0.047 0.006 -0.011
C -6.828789 1.610415 -3.243178 -0.020 -0.055 -0.038
H -8.898823 2.319171 -3.221527 -0.006 -0.013 -0.020
H -7.699417 3.515359 -2.716916 0.009 -0.007 0.011
H -8.117797 2.438338 -5.540038 0.008 0.002 -0.009
H -8.033377 4.137420 -5.063474 0.008 0.014 0.020
H -5.663864 3.985647 -4.607786 -0.026 0.025 -0.033
H -5.785901 2.837846 -5.955077 0.032 -0.026 0.011
H -7.197784 0.635694 -3.580541 -0.035 0.003 0.029
H -6.477426 1.510196 -2.215760 0.046 0.000 -0.009
```
Forces are in eV/Å.

Computed properties:
SMILES string: C=CC[C@H](S)O[C@@](CC(=O)I)([C@@](O)(CC(C)C)N(CCF)CCCC)P(=N)(O)O.C1CCOC1.C1CCOC1.C1CCOC1.C1CCOC1.C1CCOC1.C1CCOC1
E: -3724.220450 Ha
2S+1: 1
HOMO-LUMO gap: 8.44 eV
Total charge: 0
Lowest unoccupied orbital energy: 0.23 eV

These are the Mulliken partial charges, in e, on atoms 1 to 99: C -0.8947; C -0.2822; C -0.1555; C -0.2602; S -0.1675; O -0.5171; C 1.7806; C 1.0833; C -0.6308; O -0.4207; I -0.0698; C 0.0603; O -0.6755; C -0.5989; C 0.1291; C -1.5721; C -1.2257; N 1.6073; C -0.8193; C -0.8965; F -0.2028; C 0.0093; C -0.9839; C -0.7685; C -1.6357; P -0.0663; N -0.6311; O -0.5006; O -0.4231; H 0.2569; H 0.2850; H 0.3587; H 0.1285; H 0.1806; H 0.8802; H 0.1433; H -0.9481; H 0.2437; H 0.6343; H 0.4305; H -0.1638; H 0.6872; H 0.2888; H 0.5130; H 0.1857; H 0.2600; H 0.4462; H 0.1816; H 0.4179; H 0.3722; H 0.3183; H 0.3899; H -1.4531; H 0.7626; H 0.4633; H 0.5011; H 0.4348; H 0.4676; H 0.2197; H 0.4195; H 0.4159; H 0.2234; H 0.3893; H 0.3710; C -0.3051; C -0.7524; C 0.3223; O -0.3062; C -0.5415; H 0.4035; H 0.0241; H 0.2890; H 0.3797; H -0.0540; H 0.0000; H 0.3057; H 0.3107; C -0.1027; C 0.0371; C -0.2689; O -0.4573; C -0.3008; H 0.0994; H 0.1736; H 0.2808; H -0.2328; H 0.0480; H 0.2934; H 0.2079; H 0.2189; C -0.6079; C 0.1171; C -0.2980; O -0.4287; C -0.4874; H 0.2740; H 0.3304; H -0.1092; H 0.2600